{
  "formula": "C26H49NO11P2S",
  "method": "ωB97M-V with the def2-TZVPD basis set",
  "total_energy_ev": -81166.075,
  "charge": 0,
  "homo_lumo_gap_ev": 8.169,
  "smiles": "C[C@@H](C[C@H]1NC(=O)C[C@@]1(S)PP(=O)(O)O)OCc1ccccc1.COCCOCCOC.COCCOCCOC",
  "symbols": ["C", "C", "C", "C", "N", "C", "O", "C", "C", "S", "P", "P", "O", "O", "O", "O", "C", "C", "C", "C", "C", "C", "C", "H", "H", "H", "H", "H", "H", "H", "H", "H", "H", "H", "H", "H", "H", "H", "H", "H", "H", "H", "H", "H", "C", "O", "C", "C", "O", "C", "C", "O", "C", "H", "H", "H", "H", "H", "H", "H", "H", "H", "H", "H", "H", "H", "H", "C", "O", "C", "C", "O", "C", "C", "O", "C", "H", "H", "H", "H", "H", "H", "H", "H", "H", "H", "H", "H", "H", "H"],
  "positions_angstrom": [[2.856193, 0.358496, 1.576178], [1.882101, 1.664022, 1.683220], [0.953999, 1.985488, 0.381804], [1.505001, 1.467279, -1.059100], [2.949443, 1.695881, -1.476876], [2.999767, 1.015989, -2.862517], [4.030001, 1.038739, -3.713657], [1.553129, 0.251051, -3.211715], [0.999139, -0.011121, -1.653884], [-0.906266, -0.156995, -1.666867], [1.980700, -1.579837, -1.188902], [0.858128, -3.420174, -1.488685], [-0.357310, -3.321220, -2.493237], [0.460178, -4.067949, 0.084790], [1.982752, -4.589699, -2.212406], [1.032018, 1.648613, 2.912548], [0.200063, 0.437904, 2.969950], [-1.352057, 0.823184, 3.460038], [-2.608074, -0.093935, 2.909615], [-4.154963, 0.241698, 3.425016], [-4.403712, 1.478559, 4.471723], [-3.146571, 2.404206, 4.972510], [-1.592818, 2.101498, 4.487317], [2.311090, -0.680310, 1.534838], [3.642590, 0.384757, 0.702770], [3.502539, 0.336642, 2.580084], [2.599447, 2.607387, 1.828600], [-0.178882, 1.630707, 0.479198], [0.882777, 3.175686, 0.308660], [0.937705, 2.196954, -1.816422], [3.097733, 2.749299, -1.530406], [0.725483, 0.983051, -3.627530], [1.630583, -0.834384, -3.643069], [-1.399518, 1.116732, -1.278971], [3.105395, -1.673517, -2.129839], [1.346343, -4.069908, 0.578423], [1.505889, -5.045810, -2.970344], [0.148971, -0.182237, 1.979950], [0.614575, -0.275277, 3.812802], [-2.397503, -0.979595, 2.174440], [-5.070300, -0.419639, 3.047938], [-5.518378, 1.674429, 4.836004], [-3.374216, 3.275045, 5.726408], [-0.674227, 2.748821, 4.839938], [7.204907, 4.129070, -4.016719], [7.769665, 3.152191, -3.157286], [6.977889, 1.966126, -3.082068], [7.864412, 0.743773, -2.827989], [8.570578, 0.298188, -3.994229], [9.665349, 1.122849, -4.419856], [10.878516, 1.049810, -3.487798], [10.661141, 1.855948, -2.328949], [11.383093, 1.391774, -1.200658], [6.245066, 4.470174, -3.621971], [7.891865, 4.976989, -4.070063], [7.079582, 3.726092, -5.025344], [6.410292, 1.815958, -4.010579], [6.277585, 2.092154, -2.251025], [7.211775, -0.090839, -2.548717], [8.547147, 0.899444, -1.989011], [9.341096, 2.148249, -4.588835], [9.966277, 0.722810, -5.394528], [11.762212, 1.441138, -3.999827], [11.055454, 0.006755, -3.204700], [11.100331, 0.360554, -0.963269], [11.124621, 2.020555, -0.344699], [12.461041, 1.458460, -1.380219], [-8.807382, -5.105162, 1.177883], [-9.461857, -4.071467, 1.895522], [-8.739296, -3.672104, 3.060740], [-8.989987, -2.193021, 3.367485], [-8.264239, -1.301050, 2.510158], [-8.740283, -1.200186, 1.159988], [-10.072145, -0.453453, 1.040111], [-11.154374, -1.310376, 1.406863], [-12.269988, -0.593164, 1.907591], [-8.753435, -6.011428, 1.785536], [-9.384926, -5.313800, 0.274202], [-7.804856, -4.788370, 0.877870], [-7.661427, -3.837404, 2.927602], [-9.095321, -4.286234, 3.893224], [-8.615108, -1.992358, 4.377288], [-10.055610, -1.950945, 3.377096], [-8.775730, -2.178021, 0.682788], [-7.979698, -0.617493, 0.628430], [-10.232119, -0.147063, 0.002439], [-10.048565, 0.434326, 1.680976], [-11.983072, -0.002868, 2.784490], [-13.031095, -1.313954, 2.217458], [-12.688318, 0.056861, 1.132268]],
  "forces_ev_per_a": [[0.721, -0.420, 1.203], [0.666, 0.478, -0.167], [0.150, 0.694, -0.202], [-2.264, 1.079, -0.893], [-1.331, -1.009, -2.487], [3.565, 0.624, -3.702], [-6.261, 0.020, 5.599], [-0.311, -0.059, 2.463], [0.651, 2.194, -2.192], [0.685, 0.494, 0.457], [1.182, 0.446, 1.787], [-3.364, -3.311, -3.886], [3.632, -0.156, 3.843], [2.842, 1.569, -2.446], [-2.153, 1.693, 1.042], [0.176, -1.733, -1.973], [-1.510, -0.465, 1.382], [-2.856, 0.806, 0.593], [-0.750, 3.405, 2.925], [3.214, 2.128, 1.343], [3.515, -1.095, -1.627], [0.737, -3.005, -2.199], [-3.647, -2.726, -1.503], [0.869, 2.233, -0.031], [-1.833, 0.247, 1.563], [-1.439, 0.126, -2.094], [-1.638, -2.124, -0.190], [2.633, 0.516, -0.014], [0.158, -2.577, 0.139], [0.478, -1.680, 1.616], [0.210, -1.947, -0.174], [2.149, -1.496, 0.194], [0.041, 2.710, -0.078], [1.250, -1.238, -0.345], [-1.416, -0.020, 0.269], [-1.725, -0.087, -0.705], [0.451, 1.041, 1.337], [0.062, 1.388, 1.676], [-0.641, 1.385, -1.692], [-0.477, 1.915, 1.566], [2.244, 1.636, 0.925], [2.812, -0.337, -0.830], [0.597, -1.907, -1.708], [-2.195, -1.482, -0.814], [0.302, -0.231, 0.355], [0.010, 0.054, -0.383], [0.563, 0.013, 0.069], [-0.240, 0.030, -0.268], [0.196, 0.433, 0.222], [0.095, -0.503, 0.144], [-0.501, 0.570, 0.077], [0.009, -0.346, 0.157], [-0.199, 0.242, -0.242], [-0.159, 0.083, -0.132], [-0.047, -0.122, 0.124], [-0.159, 0.005, -0.064], [0.091, -0.002, 0.196], [-0.207, -0.202, -0.017], [0.008, 0.082, -0.181], [-0.023, 0.247, -0.122], [0.083, 0.118, 0.251], [-0.043, -0.097, 0.156], [0.115, -0.143, -0.193], [-0.028, -0.024, -0.022], [0.134, -0.066, -0.001], [0.018, 0.010, -0.204], [0.051, -0.121, 0.095], [-0.335, 0.238, 0.126], [0.392, 0.061, -0.120], [-0.491, 0.298, -0.289], [0.340, -0.112, -0.018], [-0.355, -0.252, -0.162], [-0.024, 0.449, 0.228], [-0.012, -0.764, 0.027], [0.024, 0.248, 0.283], [0.187, -0.278, -0.154], [0.144, -0.135, -0.044], [-0.027, 0.060, 0.180], [0.124, -0.088, 0.038], [-0.094, 0.057, -0.001], [0.141, 0.022, 0.227], [0.099, -0.026, -0.152], [0.044, -0.212, -0.201], [-0.276, -0.055, 0.040], [-0.073, 0.032, 0.171], [0.153, 0.197, -0.096], [0.039, 0.005, 0.015], [-0.045, 0.135, -0.044], [0.155, 0.024, -0.138], [-0.059, 0.112, 0.096]]
}